No. 1
{"formula": "CH2N2O2", "method": "the ωB97M-V functional and the def2-TZVPD basis", "smiles": "[H]/N=C/ON=O", "molar_mass_g_mol": 74.04, "charge": 0, "orbital_gap_ev": 9.40, "relative_energy_kj_mol": 464.4, "multiplicity": 1, "largest_force_ev_per_a": 2.60, "elements": ["C", "N", "N", "O", "O", "H", "H"], "xyz": [[-0.63418, -0.43427, 0.07389], [1.79439, -0.24061, -0.25741], [-0.72654, 0.80433, -0.10832], [0.54469, -1.01712, 0.02270], [1.81234, 0.84191, 0.14043], [-1.23737, -1.34127, 0.19047], [-1.55332, 1.38704, -0.06176]], "lowdin_charge": [-0.355, 0.046, 0.115, -0.084, 0.087, 0.130, 0.060]}



No. 2
{"formula": "CH2N2O2S", "method": "the ωB97M-V functional and the def2-TZVPD basis", "molar_mass_g_mol": 106.11, "charge": 0, "orbital_gap_ev": [8.71, 6.59], "relative_energy_kj_mol": 633.9, "multiplicity": 1, "largest_force_ev_per_a": 5.09, "elements": ["C", "N", "N", "O", "O", "S", "H", "H"], "xyz": [[-0.24726, 0.02963, 1.59214], [-0.10781, 0.98385, 2.20835], [2.21285, -0.39146, -0.44700], [-0.65391, 0.43762, -1.03469], [1.65470, -1.34028, -0.30333], [-0.51792, -1.36566, 0.79982], [-0.66537, 0.86183, -1.84861], [-1.67528, 0.78447, -0.96668]], "lowdin_charge": [-0.857, 0.093, 0.162, -0.215, -0.109, 0.785, -0.013, 0.154]}



No. 3
{"formula": "CH2N2O2S", "method": "the ωB97M-V functional and the def2-TZVPD basis", "molar_mass_g_mol": 106.11, "charge": 0, "orbital_gap_ev": 9.62, "relative_energy_kj_mol": 638.9, "multiplicity": 1, "largest_force_ev_per_a": 3.98, "elements": ["C", "N", "N", "O", "O", "S", "H", "H"], "xyz": [[1.54740, -0.04171, 0.37633], [2.45759, 0.23182, 1.06678], [0.52576, -0.02180, -0.48422], [-2.49007, -0.17104, -0.38255], [-0.35565, -1.04783, -0.02029], [-1.62015, 0.03170, 0.72847], [-0.80289, 1.08711, 0.22749], [0.73802, -0.06825, -1.51201]], "lowdin_charge": [-0.327, 0.159, -0.143, -0.521, -0.343, 0.966, 0.029, 0.180]}



No. 4
{"formula": "CH2N2O2S", "method": "the ωB97M-V functional and the def2-TZVPD basis", "molar_mass_g_mol": 106.11, "charge": 0, "orbital_gap_ev": 11.25, "relative_energy_kj_mol": 416.6, "multiplicity": 1, "largest_force_ev_per_a": 5.39, "elements": ["C", "N", "N", "O", "O", "S", "H", "H"], "xyz": [[-0.99441, -0.53452, 0.13706], [-0.12648, -0.84619, 0.96927], [-0.39085, 0.50420, -0.55210], [1.93499, -0.26124, -0.66905], [1.06125, 1.23743, 1.20538], [0.99214, 0.21793, 0.29454], [-2.11065, -0.81452, 0.18371], [-0.36599, 0.49692, -1.56881]], "lowdin_charge": [-0.290, -0.032, -0.082, -0.255, -0.218, 0.596, 0.165, 0.116]}



No. 5
{"formula": "CH2N2O2S", "method": "the ωB97M-V functional and the def2-TZVPD basis", "molar_mass_g_mol": 106.11, "charge": 0, "orbital_gap_ev": 8.58, "relative_energy_kj_mol": 253.6, "multiplicity": 1, "largest_force_ev_per_a": 1.81, "elements": ["C", "N", "N", "O", "O", "S", "H", "H"], "xyz": [[-0.27515, -1.58672, -0.09894], [-0.00878, -0.28386, -0.05846], [-0.54685, -2.68432, 0.07734], [-5.21220, 0.87581, -0.08137], [-2.86631, 0.34171, 0.04941], [-4.21734, -0.11512, 0.09896], [0.88793, -0.10029, -0.40595], [-0.88209, 0.16221, -0.30974]], "lowdin_charge": [-0.421, 0.108, 0.116, -0.405, -0.438, 0.905, 0.083, 0.052]}



No. 6
{"formula": "CH2N2O2S2", "method": "the ωB97M-V functional and the def2-TZVPD basis", "molar_mass_g_mol": 138.17, "charge": 0, "orbital_gap_ev": 10.54, "relative_energy_kj_mol": 256.4, "multiplicity": 1, "largest_force_ev_per_a": 7.49, "elements": ["C", "N", "N", "O", "O", "S", "S", "H", "H"], "xyz": [[-0.14144, -0.51970, -1.65162], [0.61364, -0.07359, -2.41242], [-0.10028, 1.16641, 0.79486], [-0.74416, -0.93511, -0.70173], [-1.04931, -1.01780, 1.72898], [1.78293, -1.16165, 0.42398], [0.01636, -0.61412, 0.76853], [0.60480, 1.76971, 0.69068], [-0.98254, 1.38584, 0.35874]], "lowdin_charge": [-0.583, 0.185, -0.046, -0.158, -0.339, 0.452, 0.420, 0.005, 0.067]}



No. 7
{"formula": "CH2N2O3", "method": "the ωB97M-V functional and the def2-TZVPD basis", "smiles": "N=C=O.O=NO", "molar_mass_g_mol": 90.04, "charge": 0, "orbital_gap_ev": 10.47, "relative_energy_kj_mol": 111.8, "multiplicity": 1, "largest_force_ev_per_a": 4.60, "elements": ["C", "N", "N", "O", "O", "O", "H", "H"], "xyz": [[0.14303, -1.54593, -1.30054], [-0.99387, -1.30176, -0.97124], [0.85399, 1.48476, 0.70599], [1.19150, -1.84253, -1.72817], [0.76055, 1.07409, -0.40313], [-0.30691, 1.46309, 1.47926], [-1.45399, -0.94292, -0.23437], [-0.19430, 1.61120, 2.45219]], "lowdin_charge": [-0.412, 0.211, -0.092, 0.144, 0.036, -0.031, 0.024, 0.120]}



No. 8
{"formula": "CH2N2O3", "method": "the ωB97M-V functional and the def2-TZVPD basis", "smiles": "O=[NH+][O-].C#[N+][O-]", "molar_mass_g_mol": 90.04, "charge": 0, "orbital_gap_ev": 10.44, "relative_energy_kj_mol": 444.8, "multiplicity": 1, "largest_force_ev_per_a": 3.84, "elements": ["C", "N", "N", "O", "O", "O", "H", "H"], "xyz": [[-2.08374, 0.81401, -0.76631], [-1.51388, 0.45507, 0.19962], [1.71070, -0.67160, 0.17125], [-1.22959, -0.02899, 1.24610], [2.41339, 0.19863, 0.57457], [0.76294, -0.60584, -0.55010], [-1.99785, 1.55474, -1.46085], [1.93803, -1.71602, 0.58570]], "lowdin_charge": [0.146, -0.233, -0.328, 0.031, 0.067, 0.033, 0.041, 0.241]}



No. 9
{"formula": "CH2N2O3", "method": "the ωB97M-V functional and the def2-TZVPD basis", "molar_mass_g_mol": 90.04, "charge": 0, "orbital_gap_ev": [7.93, 8.20], "relative_energy_kj_mol": 514.5, "multiplicity": 3, "largest_force_ev_per_a": 3.39, "elements": ["C", "N", "N", "O", "O", "O", "H", "H"], "xyz": [[0.18927, 0.01235, -0.28315], [-0.23461, 2.18434, -0.78002], [-1.63918, 1.91190, -1.61281], [0.61098, 2.81964, -1.34046], [-2.20742, 1.01540, -1.10543], [-1.79379, 2.66200, -2.53937], [0.89558, -0.26760, 0.42635], [-0.57421, -0.73812, -0.19329]], "lowdin_charge": [0.180, 0.004, -0.380, 0.065, 0.090, 0.106, -0.045, -0.021]}



No. 10
{"formula": "CH2N2O3S", "method": "the ωB97M-V functional and the def2-TZVPD basis", "molar_mass_g_mol": 122.11, "charge": 0, "orbital_gap_ev": [7.30, 7.29], "relative_energy_kj_mol": 253.0, "multiplicity": 1, "largest_force_ev_per_a": 4.48, "elements": ["C", "N", "N", "O", "O", "O", "S", "H", "H"], "xyz": [[-1.18311, -0.24299, 0.03674], [-0.89788, 1.23688, -0.03739], [-0.06033, 1.97385, 0.00017], [1.57733, 0.08586, -1.09764], [2.59638, -1.09750, 0.81519], [-0.14835, -0.90081, 0.56365], [1.60755, -0.19447, 0.28809], [-2.17092, -0.32469, 0.49032], [-1.32067, -0.53613, -1.05911]], "lowdin_charge": [-0.308, 0.071, 0.303, -0.421, -0.387, -0.279, 0.731, 0.130, 0.159]}



No. 11
{"formula": "CH2N2O3S", "method": "the ωB97M-V functional and the def2-TZVPD basis", "molar_mass_g_mol": 122.11, "charge": 0, "orbital_gap_ev": 9.75, "relative_energy_kj_mol": 280.6, "multiplicity": 1, "largest_force_ev_per_a": 5.22, "elements": ["C", "N", "N", "O", "O", "O", "S", "H", "H"], "xyz": [[0.07104, 1.19612, 0.02706], [-1.07611, 0.59961, 0.06552], [-0.72289, -1.08506, -0.29924], [0.51574, 2.24910, -0.13019], [1.28489, -1.19376, 1.23649], [1.74090, -0.83406, -1.14799], [0.96696, -0.56070, 0.00827], [-1.86039, 1.22265, -0.28016], [-0.92014, -1.59390, 0.52024]], "lowdin_charge": [-0.593, 0.077, 0.032, 0.164, -0.306, -0.284, 0.701, 0.176, 0.032]}



No. 12
{"formula": "CH2N2O3S2", "method": "the ωB97M-V functional and the def2-TZVPD basis", "molar_mass_g_mol": 154.17, "charge": -2, "orbital_gap_ev": [3.01, 6.79], "relative_energy_kj_mol": 0.0, "multiplicity": 3, "largest_force_ev_per_a": 3.29, "elements": ["C", "N", "N", "O", "O", "O", "S", "S", "H", "H"], "xyz": [[-1.59677, -0.83680, 1.93113], [-2.04928, 0.31499, 1.33485], [-0.07730, 0.04748, -0.38086], [-0.51186, -1.38835, 1.67516], [-2.28558, 1.10500, -1.13601], [-0.80145, 2.28572, 0.41139], [-2.70223, -1.51704, 3.01170], [-1.40382, 1.01830, 0.05692], [-0.25636, -0.56447, 0.44801], [-0.40918, -0.62500, -1.01685]], "lowdin_charge": [-1.206, -0.184, -0.099, -0.140, -0.413, -0.388, 0.003, 0.456, -0.044, 0.014]}



No. 13
{"formula": "CH2N2O4", "method": "the ωB97M-V functional and the def2-TZVPD basis", "smiles": "[O-]/[NH+]=N\\O.O=C=O", "molar_mass_g_mol": 106.04, "charge": 0, "orbital_gap_ev": 10.69, "relative_energy_kj_mol": 0.0, "multiplicity": 1, "largest_force_ev_per_a": 1.73, "elements": ["C", "N", "N", "O", "O", "O", "O", "H", "H"], "xyz": [[-2.62647, 0.09130, 0.15844], [0.21651, -0.52986, 0.02694], [0.63965, 0.28763, 0.87509], [-2.75581, 1.08771, -0.38528], [-2.51193, -0.89809, 0.72496], [0.55181, 1.56138, 0.49283], [-0.26261, -0.25070, -1.09337], [0.27084, -1.51660, 0.32282], [0.16855, 1.58341, -0.42102]], "lowdin_charge": [-0.473, -0.204, 0.012, 0.223, 0.203, 0.014, -0.073, 0.189, 0.109]}



No. 14
{"formula": "CH2N2OS", "method": "the ωB97M-V functional and the def2-TZVPD basis", "smiles": "[O-][NH+]=S.C#N", "molar_mass_g_mol": 90.11, "charge": 0, "orbital_gap_ev": [8.66, 8.66], "relative_energy_kj_mol": 172.7, "multiplicity": 1, "largest_force_ev_per_a": 2.95, "elements": ["C", "N", "N", "O", "S", "H", "H"], "xyz": [[1.79272, 0.63223, -0.48008], [2.17148, 1.36020, 0.29190], [-1.21646, -0.45610, 0.30796], [-0.31214, -0.98696, -0.32713], [-2.35092, 0.54316, -0.18260], [1.26808, -0.17153, -0.90027], [-1.35276, -0.92101, 1.29021]], "lowdin_charge": [-0.101, 0.063, -0.690, -0.150, 0.714, 0.011, 0.153]}



No. 15
{"formula": "CH2N2OS2", "method": "the ωB97M-V functional and the def2-TZVPD basis", "molar_mass_g_mol": 122.17, "charge": 0, "orbital_gap_ev": 8.10, "relative_energy_kj_mol": 0.0, "multiplicity": 1, "largest_force_ev_per_a": 3.31, "elements": ["C", "N", "N", "O", "S", "S", "H", "H"], "xyz": [[0.55101, 0.31968, 0.10975], [-0.95189, -0.28328, 0.08080], [0.90530, 0.55375, -1.14737], [-2.59781, -1.56885, 1.32956], [1.35810, 0.61050, 1.47451], [-1.26780, -1.01939, 1.39418], [0.23886, 0.35331, -1.87665], [1.76422, 1.03428, -1.36477]], "lowdin_charge": [-0.997, -0.296, 0.078, -0.483, 0.611, 0.871, 0.106, 0.110]}



No. 16
{"formula": "CH2N2OS2", "method": "the ωB97M-V functional and the def2-TZVPD basis", "molar_mass_g_mol": 122.17, "charge": 0, "orbital_gap_ev": 8.35, "relative_energy_kj_mol": 214.0, "multiplicity": 1, "largest_force_ev_per_a": 4.36, "elements": ["C", "N", "N", "O", "S", "S", "H", "H"], "xyz": [[-0.86581, -0.12993, 0.08558], [0.47826, -0.32236, 0.06400], [-1.78492, -0.90789, -0.05500], [1.93772, 1.58374, -0.55063], [1.97884, -1.31159, 0.04065], [1.67715, 0.72698, 0.59016], [-0.80403, 1.01816, 0.22772], [-2.61722, -0.65711, -0.40248]], "lowdin_charge": [-0.427, -0.666, 0.139, -0.505, 0.620, 0.692, 0.141, 0.008]}



No. 17
{"formula": "CH2N2P2", "method": "the ωB97M-V functional and the def2-TZVPD basis", "smiles": "N#C/P=N/P", "molar_mass_g_mol": 103.99, "charge": 0, "orbital_gap_ev": 8.44, "relative_energy_kj_mol": 196.5, "multiplicity": 1, "largest_force_ev_per_a": 2.21, "elements": ["C", "N", "N", "P", "P", "H", "H"], "xyz": [[2.18120, -0.26063, -0.17382], [2.92425, -1.09752, 0.01104], [-0.16254, 0.12366, 0.29968], [0.90869, 1.04271, -0.25656], [-1.76243, 0.32272, 0.60067], [-2.24972, 0.83946, -0.60190], [-1.83946, -0.97040, 0.12088]], "lowdin_charge": [-0.498, 0.065, -0.766, 0.778, 0.660, -0.132, -0.107]}



No. 18
{"formula": "CH2N3", "method": "the ωB97M-V functional and the def2-TZVPD basis", "smiles": "[H]/N=C/[N+]#N", "molar_mass_g_mol": 56.05, "charge": 1, "orbital_gap_ev": [9.73, 9.73], "relative_energy_kj_mol": 297.8, "multiplicity": 1, "largest_force_ev_per_a": 7.49, "elements": ["C", "N", "N", "N", "H", "H"], "xyz": [[0.57881, 0.08898, -0.45420], [2.02776, -0.65511, -0.37905], [1.79755, -1.71114, -0.70405], [-0.24368, -0.63751, 0.06935], [0.52917, 0.86203, -1.22063], [-0.96975, -0.93747, 0.70485]], "lowdin_charge": [-0.047, 0.145, 0.325, 0.258, 0.163, 0.156]}



No. 19
{"formula": "CH2N3O2", "method": "the ωB97M-V functional and the def2-TZVPD basis", "molar_mass_g_mol": 88.05, "charge": 1, "orbital_gap_ev": [8.31, 6.28], "relative_energy_kj_mol": 337.8, "multiplicity": 3, "largest_force_ev_per_a": 9.67, "elements": ["C", "N", "N", "N", "O", "O", "H", "H"], "xyz": [[-1.32629, -0.14634, 0.00582], [-0.18494, -0.46769, 0.73754], [-0.29980, -0.63145, -0.67423], [-2.69508, -0.13514, -0.01178], [-2.17060, 1.08873, 0.03349], [-3.77270, -0.42448, -0.05072], [0.24002, 0.39274, 1.06818], [0.28462, -0.44208, -1.54222]], "lowdin_charge": [-0.350, 0.356, 0.353, -0.249, 0.215, 0.230, 0.192, 0.253]}



No. 20
{"formula": "CH2N3O3", "method": "the ωB97M-V functional and the def2-TZVPD basis", "molar_mass_g_mol": 104.05, "charge": -1, "orbital_gap_ev": 7.66, "relative_energy_kj_mol": 323.6, "multiplicity": 1, "largest_force_ev_per_a": 4.12, "elements": ["C", "N", "N", "N", "O", "O", "O", "H", "H"], "xyz": [[0.70173, 0.17559, 0.85031], [-0.14805, 0.45307, 1.53743], [1.81300, -0.08960, 0.09334], [-1.69236, 0.13490, -0.59329], [-0.66156, -0.31379, -1.10086], [-1.96192, 1.33588, -0.69391], [-2.47125, -0.65597, -0.09221], [2.58169, -0.28959, 0.69123], [1.83874, -0.75049, -0.69204]], "lowdin_charge": [-0.403, 0.148, 0.076, -0.703, -0.129, -0.076, -0.065, 0.058, 0.095]}